20
Properties=species:S:1:pos:R:3:forces:R:3 method="wB97M-V/def2-TZVPD" gap_ev=9.724 mol_weight_da=120.13 relative_energy_kcal_mol=25.0 energy_ev=-16731.184 multiplicity=1 charge=0 smiles=CPOC(C)(C)C homo_ev=-8.76 lumo_energy_ev=0.96
P 1.79071 -0.11021 0.63468 0.4 -1.0 -1.9
O 0.54317 0.03531 -0.47121 -1.5 0.6 0.4
C -0.95690 -0.10677 -0.07013 2.7 1.0 0.6
C -1.77446 0.25554 -1.24679 0.0 -0.1 -0.4
C -1.24740 0.73776 1.17558 1.5 -0.2 1.0
C 3.11461 0.92378 -0.20815 0.7 -1.8 2.4
C -1.11508 -1.57114 0.16909 0.7 -1.7 1.1
H -2.21799 0.43325 1.51652 -0.8 0.2 0.2
H -2.18783 -1.77363 0.41102 0.8 -0.2 -0.4
H -1.47352 -0.42059 -2.01941 -0.4 -0.7 -0.7
H -1.14833 1.86528 1.15608 -0.2 -1.4 -0.6
H -0.71833 -2.15760 -0.73588 -0.9 0.8 1.4
H 2.27846 -1.38980 0.04942 -0.2 0.9 0.7
H 3.27896 1.78948 0.34097 -0.9 2.5 0.6
H 3.14487 1.06201 -1.23550 -0.4 0.2 -1.9
H -1.56931 1.20724 -1.66810 0.1 1.2 0.1
H 4.11308 0.57285 0.11875 -0.3 -1.1 -0.5
H -0.54362 0.36680 1.97688 -0.7 0.5 -0.7
H -2.82751 0.16717 -0.97614 0.0 -0.1 -0.3
H -0.48359 -1.88673 1.08233 -1.0 0.4 -1.3